# 1
The following is a DFT calculation (the ωB97M-V functional and the def2-TZVPD basis) of 3 unconnected molecules or ions with the total composition C29H56FNO11 in a non-equilibrium geometry.

Properties
strongest force on any atom: 2.70 eV/Å
SMILES: CCCCCCC[C@@]1(NCC)[C@H](F)C(=O)O[C@@H]1CC(=O)OC(C)=O.COCCOCCOC.COCCOCCOC
highest occupied orbital energy: -8.94 eV

Geometry as ORCA input:
```
! RIJCOSX wB97M-V def2-TZVPD def2/J DEFGRID3
* xyz 0 1
C 5.73513 3.75752 5.73910
C 4.62544 4.30134 4.87337
C 5.07299 4.62854 3.45375
C 3.89167 4.86961 2.50269
C 3.90506 4.00668 1.22592
C 2.77990 2.95881 1.21262
C 3.31157 1.65005 1.80101
C 2.24886 0.66423 2.30740
N 1.21624 1.32068 3.03911
C 0.14671 0.44966 3.53887
C -0.95082 1.30191 4.16186
C 3.00842 -0.43118 3.06589
C 3.63785 -0.10105 4.40810
C 5.12166 -0.23249 4.33797
O 5.87987 0.70461 4.12931
O 5.56913 -1.50369 4.48207
C 6.95685 -1.56392 4.73894
C 7.84889 -1.77151 3.56272
O 7.35307 -1.47538 5.88535
O 2.20733 -1.62040 3.01968
C 1.78283 -1.69485 1.72938
O 1.50679 -2.73449 1.16114
C 1.78298 -0.25869 1.15727
F 0.59663 0.09030 0.57564
H 5.35214 3.43195 6.69953
H 6.23413 2.90524 5.29498
H 6.48730 4.50640 5.95167
H 4.26207 5.21905 5.32176
H 3.78713 3.61247 4.81361
H 5.62579 5.56215 3.50812
H 5.76953 3.89702 3.06181
H 3.87347 5.90597 2.19465
H 2.97295 4.70839 3.05434
H 4.85254 3.48110 1.20006
H 3.87543 4.62691 0.33945
H 1.98585 3.36264 1.82322
H 2.41852 2.79374 0.20506
H 3.98684 1.92254 2.60424
H 3.92793 1.18977 1.04069
H 0.77496 2.01163 2.45335
H -0.32291 -0.12343 2.74107
H 0.52733 -0.27005 4.24821
H -1.93534 0.93131 3.91723
H -0.83893 1.37398 5.23396
H -0.89506 2.31883 3.79200
H 3.84018 -0.64038 2.38956
H 3.21426 -0.66684 5.22632
H 3.44818 0.94458 4.60894
H 8.73752 -1.18902 3.74838
H 8.15368 -2.80289 3.47701
H 7.40720 -1.41664 2.64393
H 2.50056 -0.30293 0.34281
C -5.11964 -4.84629 1.08052
O -4.86258 -3.79801 0.17415
C -5.35600 -2.53756 0.59132
C -4.38631 -1.41684 0.28469
O -3.22168 -1.38636 1.09026
C -2.21940 -2.37522 0.89721
C -1.43897 -2.26271 -0.39245
O -2.21141 -2.66967 -1.51377
C -2.00921 -1.88120 -2.66305
H -6.16720 -5.16457 1.03321
H -4.48419 -5.68532 0.80103
H -4.87348 -4.55595 2.10758
H -5.56951 -2.54131 1.66531
H -6.29278 -2.34004 0.05317
H -4.90484 -0.48176 0.51236
H -4.13807 -1.39150 -0.77820
H -2.62263 -3.38087 1.02626
H -1.50933 -2.20867 1.71170
H -0.56446 -2.91915 -0.32353
H -1.09051 -1.23426 -0.51216
H -2.02698 -0.81232 -2.42258
H -2.82966 -2.08771 -3.35053
H -1.06215 -2.13558 -3.15269
C -6.37826 -0.84618 -4.74729
O -6.08797 -0.42072 -6.06008
C -5.49815 0.86541 -6.13410
C -4.39185 0.92534 -7.16505
O -3.20481 0.23711 -6.81070
C -3.20315 -1.18133 -6.81579
C -3.27703 -1.82437 -8.18315
O -4.56994 -1.70965 -8.75177
C -4.56838 -1.46762 -10.14083
H -7.26698 -0.34051 -4.35344
H -6.57014 -1.91750 -4.78339
H -5.53181 -0.67140 -4.07380
H -5.09417 1.16155 -5.16036
H -6.27612 1.58568 -6.41939
H -4.09234 1.97328 -7.24493
H -4.75218 0.62240 -8.14960
H -3.97223 -1.57932 -6.15151
H -2.23693 -1.45768 -6.38630
H -3.04483 -2.89184 -8.07429
H -2.52394 -1.36959 -8.83540
H -3.85215 -0.68282 -10.40752
H -5.56606 -1.12723 -10.41421
H -4.33784 -2.37992 -10.70200
*
```


# 2
The following is a DFT calculation (the ωB97M-V functional and the def2-TZVPD basis) of a molecular structure, C29H56HfNO4SSeSi in a non-equilibrium geometry.

Properties
strongest force on any atom: 4.35 eV/Å
highest occupied orbital energy: -3.72 eV

Geometry as ORCA input:
```
! RIJCOSX wB97M-V def2-TZVPD def2/J DEFGRID3
* xyz -1 1
Hf 8.91859 16.17102 8.94571
C 11.16407 15.21510 12.44018
C 11.10120 16.29349 11.34551
C 12.50758 16.55212 10.81591
C 10.62341 17.60943 12.02301
N 10.22062 15.92462 10.33678
H 12.20563 15.18058 12.79195
H 11.07583 14.23470 12.01688
H 10.45736 15.47386 13.25273
H 13.22574 16.98983 11.55687
H 12.47166 17.23544 9.95772
H 12.95688 15.60780 10.49860
H 11.35574 17.96595 12.75240
H 9.70239 17.44635 12.63095
H 10.39576 18.39909 11.31915
C 6.31982 14.19197 10.70177
C 6.24693 15.71835 10.71420
C 4.93433 16.32438 10.13540
C 6.47743 16.18736 12.13047
O 7.30291 16.26974 9.86714
H 5.60304 13.76764 11.44859
H 7.28924 13.77437 10.98705
H 5.99382 13.80759 9.70705
H 4.03084 15.84088 10.64008
H 4.90140 16.17438 9.06489
H 4.82284 17.46091 10.32571
H 5.98110 15.54755 12.81659
H 6.04932 17.16804 12.19361
H 7.52315 16.19411 12.41545
C 8.60869 22.02662 5.82214
C 7.38682 21.23020 6.26112
C 7.20472 20.05527 5.34277
C 6.10112 21.97321 6.50935
O 7.56445 20.67922 7.59373
Si 8.83451 20.04056 8.36542
S 9.46838 18.11126 7.60666
O 10.16581 20.95822 7.98385
C 11.54164 21.37341 8.32344
C 12.51020 20.19714 8.62482
C 12.09917 22.16519 7.09875
C 11.40096 22.24066 9.55155
O 8.45799 19.92839 9.90602
C 7.65683 20.55104 10.88544
C 7.89920 19.81603 12.22544
C 6.18849 20.38503 10.52000
C 8.05786 22.05449 11.01291
H 8.46567 22.57418 4.89326
H 9.43166 21.34709 5.73203
H 8.86692 22.79320 6.61281
H 7.20059 20.39908 4.26695
H 6.24914 19.50179 5.59614
H 7.98977 19.36340 5.50750
H 5.68757 22.35250 5.53465
H 6.32125 22.84691 7.21344
H 5.39968 21.26874 6.95566
H 12.46966 19.40143 7.94964
H 12.25592 19.86416 9.65044
H 13.56858 20.57112 8.67710
H 11.82423 21.70045 6.12724
H 13.17234 22.25610 7.08931
H 11.76379 23.24583 7.04797
H 10.95121 21.58998 10.30776
H 10.76926 23.11256 9.35923
H 12.37052 22.58871 9.82988
H 7.76654 18.77256 12.02004
H 7.23566 20.24824 12.99595
H 8.90112 19.86381 12.65005
H 5.86005 19.34853 10.60440
H 5.99518 20.70485 9.49837
H 5.60540 21.02102 11.24929
H 9.00290 22.15521 11.51629
H 7.41611 22.72809 11.65263
H 8.20158 22.67534 10.09493
C 8.64431 9.46663 10.76100
C 8.91537 10.56207 9.72886
C 10.22071 10.99601 9.43448
C 10.50180 12.19799 8.77940
C 11.85204 12.83433 8.99388
C 9.42406 12.81126 8.06369
Se 9.67899 14.47379 7.07094
C 8.07387 12.29481 8.20530
C 7.04584 12.71308 7.12345
C 7.84428 11.22436 9.06891
H 8.60006 8.44931 10.33285
H 7.67760 9.50738 11.19354
H 9.44641 9.35072 11.46120
H 11.13110 10.45368 9.70544
H 12.57409 12.17671 9.44360
H 11.71930 13.67807 9.62176
H 12.16028 13.17476 7.98441
H 6.67831 13.69540 7.45870
H 6.25576 12.02078 6.95432
H 7.59014 12.72965 6.10553
H 6.81594 10.92803 9.24939
*
```


For the records above, the corresponding electronic energy values read -57707.507, -126035.762 eV.